Record 1
The following is a DFT calculation (the ωB97M-V functional and the def2-TZVPD basis) of 6 unconnected molecules or ions with the total composition C20H51NO11PS5 at a distorted geometry.

```
89
Properties=species:S:1:pos:R:3:forces:R:3
C -8.188 4.892 -3.501 -0.6 -0.6 -0.2
C -7.579 3.566 -3.905 -4.0 1.3 2.6
O -6.757 3.461 -4.691 4.0 -0.8 -3.3
O -8.136 2.473 -3.253 0.5 0.1 0.8
C -7.133 1.700 -2.612 0.1 -0.7 0.5
C -7.466 1.488 -1.120 0.9 0.7 -0.1
C -6.114 1.150 -0.444 -1.1 -0.5 -1.3
N -6.302 0.519 0.913 2.4 0.0 -0.9
C -5.133 -0.383 1.227 0.4 -0.1 0.3
C -3.801 0.347 1.442 0.5 -0.2 -0.4
C -2.891 0.414 0.188 0.5 0.2 0.4
C -2.639 1.827 -0.314 -0.6 -0.1 -0.5
O -1.543 2.454 0.401 -0.8 -0.5 0.6
C -1.866 3.759 0.630 0.7 -2.1 2.9
O -1.985 4.537 -0.203 -0.6 3.2 -3.6
P -6.723 1.780 2.210 -4.1 0.5 1.8
O -6.405 3.248 1.585 1.4 -1.0 0.6
O -5.800 1.553 3.540 0.8 0.2 -1.4
H -9.180 4.732 -3.082 0.1 0.1 0.3
H -8.304 5.505 -4.391 0.3 0.1 0.0
H -7.512 5.372 -2.794 -0.1 0.1 0.0
H -6.981 0.730 -3.096 -0.2 0.1 -0.1
H -6.155 2.190 -2.634 -0.1 0.2 -0.3
H -8.214 0.709 -0.964 -0.1 0.1 0.0
H -7.776 2.460 -0.731 -0.5 -0.2 0.1
H -5.630 0.414 -1.091 0.2 -0.1 0.3
H -5.508 2.051 -0.428 0.1 -0.2 0.5
H -7.126 -0.080 0.844 -0.2 0.3 0.2
H -5.374 -0.995 2.101 -0.3 0.2 0.0
H -5.052 -1.090 0.399 0.0 0.1 0.0
H -3.914 1.357 1.849 -0.2 -0.1 0.0
H -3.263 -0.219 2.205 -0.1 0.1 0.1
H -1.909 0.018 0.456 0.0 -0.1 -0.2
H -3.264 -0.225 -0.615 0.0 0.2 -0.1
H -3.537 2.437 -0.137 0.1 0.0 0.0
H -2.473 1.827 -1.389 0.4 0.0 0.1
H -2.041 4.070 1.675 0.4 -0.7 0.3
H -6.015 3.850 2.246 0.1 0.0 -0.3
H -5.625 0.617 3.732 0.0 0.2 0.2
C 0.396 0.938 -4.632 -0.1 0.1 -0.1
S -0.129 -0.232 -3.375 0.3 0.0 0.0
O -1.274 0.397 -2.637 -0.1 0.1 0.1
C 1.325 -0.067 -2.352 0.0 0.0 0.3
H -0.397 1.023 -5.374 0.0 0.0 0.0
H 0.577 1.911 -4.175 0.0 0.0 0.1
H 1.305 0.568 -5.107 0.0 0.0 0.1
H 1.447 0.975 -2.050 -0.1 0.0 -0.1
H 2.197 -0.401 -2.922 -0.2 0.1 0.0
H 1.202 -0.695 -1.468 -0.1 0.0 -0.3
C 1.213 -3.894 1.510 0.0 -0.1 0.1
S 1.611 -2.338 0.698 0.1 -0.1 0.2
O 1.881 -2.647 -0.731 0.0 -0.2 0.0
C 3.195 -2.110 1.508 0.1 -0.1 0.1
H 0.261 -4.249 1.120 0.0 0.1 -0.1
H 1.991 -4.628 1.299 0.0 0.1 -0.1
H 1.129 -3.729 2.585 0.0 0.0 0.0
H 3.841 -2.964 1.297 -0.1 0.0 -0.1
H 3.044 -2.006 2.583 0.0 0.1 -0.1
H 3.651 -1.201 1.119 -0.1 0.0 0.0
C 2.533 -1.371 6.940 0.0 -0.1 0.0
S 3.123 -0.192 5.716 0.0 0.1 0.1
O 3.189 -0.907 4.410 0.0 -0.1 0.1
C 4.802 -0.089 6.351 0.1 -0.1 0.0
H 1.498 -1.613 6.708 0.0 0.1 0.0
H 3.138 -2.278 6.900 0.0 0.0 0.0
H 2.588 -0.922 7.931 0.0 0.0 0.0
H 5.258 -1.080 6.350 -0.1 0.0 0.0
H 4.782 0.318 7.362 0.0 0.0 0.0
H 5.370 0.576 5.703 -0.1 0.0 0.0
C 5.880 -2.110 -4.323 0.1 -0.1 -0.1
S 4.631 -1.412 -3.238 0.2 -0.2 0.0
O 3.976 -0.294 -3.981 0.1 0.1 -0.1
C 5.793 -0.676 -2.084 0.0 0.1 0.1
H 5.374 -2.595 -5.156 -0.1 0.0 0.0
H 6.527 -1.317 -4.700 0.0 0.0 0.0
H 6.467 -2.846 -3.772 0.0 0.0 0.1
H 6.447 0.021 -2.609 0.0 0.0 0.0
H 6.378 -1.468 -1.620 -0.1 0.0 -0.1
H 5.229 -0.140 -1.321 -0.1 0.0 -0.1
C 7.870 -3.450 0.834 0.0 -0.1 0.1
S 8.502 -2.284 -0.383 0.1 0.0 0.2
O 8.517 -2.981 -1.696 -0.1 0.0 0.0
C 10.189 -2.263 0.241 0.1 -0.1 0.0
H 6.822 -3.641 0.609 0.0 0.0 -0.1
H 8.432 -4.382 0.777 0.0 0.0 -0.1
H 7.956 -3.016 1.830 0.0 0.0 0.0
H 10.599 -3.273 0.225 -0.1 0.0 0.0
H 10.194 -1.867 1.256 0.0 0.0 0.0
H 10.782 -1.618 -0.404 -0.1 0.0 0.0
```
Forces are in eV/Å.

Output
Net charge = +1
HOMO-LUMO gap = 0.266 hartree
Molecular weight = 672.9 g mol⁻¹

=====

Record 2
The following is a DFT calculation (the ωB97M-V functional and the def2-TZVPD basis) of a molecular structure, C44H36BiClN4OP2.

```
89
Properties=species:S:1:pos:R:3:forces:R:3
Bi 0.117 -0.267 -0.174 -0.2 -0.3 -0.1
N 1.415 1.097 2.895 -0.1 -0.1 -0.2
P 2.337 -0.034 1.965 0.0 0.5 0.0
C 3.611 -0.503 3.156 -0.2 -0.3 0.0
C 4.458 0.448 3.727 0.0 0.0 0.0
C 5.446 0.042 4.607 0.0 0.0 0.0
C 5.603 -1.310 4.905 0.0 0.0 0.0
C 4.772 -2.259 4.329 0.0 0.0 0.0
C 3.769 -1.857 3.453 0.0 0.1 0.1
C 3.292 1.070 0.857 0.0 0.0 -0.1
C 3.125 2.451 0.800 0.0 0.0 -0.1
C 3.901 3.213 -0.070 0.0 0.0 0.0
C 4.858 2.601 -0.868 0.0 0.1 0.0
C 5.045 1.224 -0.799 0.0 0.0 0.0
C 4.256 0.461 0.047 0.0 -0.1 0.0
C 0.190 1.660 2.633 -0.1 -0.1 -0.2
C -0.353 2.544 3.585 0.0 0.0 0.1
C -1.592 3.089 3.385 0.0 0.1 0.1
C -2.322 2.747 2.241 -0.1 0.1 0.1
C -1.737 1.901 1.351 0.2 -0.3 -0.1
N -0.489 1.383 1.499 0.3 0.1 0.4
H 1.785 1.311 3.805 0.1 0.1 0.1
H 4.361 1.499 3.468 0.0 -0.1 0.0
H 6.106 0.775 5.054 0.0 0.0 0.0
H 6.385 -1.621 5.589 -0.1 0.0 -0.1
H 4.900 -3.309 4.561 0.0 0.1 0.0
H 3.108 -2.591 3.004 0.1 0.0 0.0
H 2.414 2.941 1.457 0.0 0.0 0.0
H 3.770 4.289 -0.110 0.0 -0.1 0.0
H 5.471 3.200 -1.533 0.0 -0.1 0.1
H 5.810 0.749 -1.403 -0.1 0.0 0.0
H 4.408 -0.615 0.103 0.0 0.1 0.0
H 0.220 2.773 4.476 0.0 0.0 0.0
H -2.009 3.770 4.119 0.0 -0.1 -0.1
H -3.318 3.134 2.063 0.1 -0.1 0.0
H -2.266 1.587 0.461 0.0 0.0 0.0
O -1.335 -1.078 1.111 0.1 0.0 -0.3
C -1.852 -2.324 1.236 0.0 0.1 0.1
C -2.181 -2.731 2.529 0.0 0.1 0.1
C -2.728 -3.975 2.765 0.0 -0.1 0.0
C -2.964 -4.851 1.705 0.0 0.0 0.0
C -2.655 -4.449 0.426 -0.1 -0.1 -0.1
C -2.107 -3.184 0.167 0.0 0.0 -0.2
C -1.792 -2.800 -1.203 0.2 0.2 -0.1
N -1.029 -1.776 -1.609 0.1 -0.2 -0.3
C -0.944 -1.858 -3.002 0.0 0.1 0.5
C -1.670 -2.910 -3.427 -0.1 -0.1 0.0
N -2.196 -3.482 -2.288 0.0 0.0 -0.1
H -1.989 -2.036 3.340 0.0 -0.1 -0.1
H -2.972 -4.272 3.779 0.0 0.0 -0.1
H -3.376 -5.836 1.884 0.0 0.1 0.0
H -2.831 -5.145 -0.389 0.0 0.1 0.1
H -0.366 -1.165 -3.585 0.1 0.1 0.0
H -1.854 -3.298 -4.417 0.0 0.0 0.2
H -2.807 -4.279 -2.271 -0.1 -0.1 0.0
Cl 2.122 0.279 -2.927 -0.2 -0.1 0.2
C 1.438 1.562 -3.895 -0.2 0.1 0.1
C 2.206 1.989 -4.966 0.1 0.0 -0.1
C 1.738 3.015 -5.770 0.0 0.0 0.0
C 0.512 3.608 -5.498 0.0 0.1 -0.1
C -0.243 3.172 -4.426 0.0 0.0 0.0
C 0.199 2.134 -3.599 0.2 -0.2 0.1
P -0.902 1.671 -2.201 -0.2 0.4 -0.2
C -2.446 1.156 -3.012 0.0 -0.1 0.1
C -2.495 0.853 -4.371 0.0 0.0 -0.1
C -3.689 0.448 -4.954 0.0 0.0 -0.1
C -4.838 0.331 -4.186 -0.1 0.0 0.0
C -4.797 0.617 -2.826 0.1 0.0 0.1
C -3.606 1.026 -2.241 0.0 -0.1 -0.1
C -1.251 3.300 -1.462 0.1 0.0 0.0
C -2.372 4.063 -1.782 0.0 0.0 0.1
C -2.520 5.335 -1.239 0.0 0.0 0.0
C -1.555 5.847 -0.380 0.0 0.0 0.0
C -0.432 5.092 -0.065 0.1 0.0 0.0
C -0.282 3.824 -0.605 0.0 0.1 -0.1
H 3.164 1.520 -5.164 -0.1 0.0 0.0
H 2.334 3.350 -6.610 0.0 0.0 0.1
H 0.148 4.417 -6.120 0.0 -0.1 0.0
H -1.197 3.643 -4.224 0.0 0.0 0.0
H -1.606 0.945 -4.986 -0.1 0.0 0.0
H -3.721 0.228 -6.016 0.0 0.0 0.1
H -5.772 0.026 -4.646 0.1 0.0 0.0
H -5.691 0.531 -2.220 0.1 0.0 -0.1
H -3.593 1.264 -1.184 0.0 0.0 0.0
H -3.137 3.672 -2.441 0.0 0.0 0.0
H -3.389 5.929 -1.495 0.1 -0.1 0.0
H -1.677 6.841 0.038 0.0 -0.1 0.0
H 0.326 5.494 0.601 -0.1 0.0 -0.1
H 0.602 3.241 -0.377 0.1 0.0 0.1
```
Forces are in eV/Å.

Output
Net charge = +2
HOMO-LUMO gap = 0.264 hartree
Molecular weight = 943.2 g mol⁻¹

=====

Record 3
The following is a DFT calculation (the ωB97M-V functional and the def2-TZVPD basis) of a molecular structure, F24NaP4 at a distorted geometry.

```
29
Properties=species:S:1:pos:R:3:forces:R:3
Na 0.033 0.084 0.018 -0.1 0.1 0.0
P -0.650 -4.436 -2.131 -0.5 0.2 -0.1
F 0.751 -3.603 -2.040 -0.6 -0.8 0.1
F 0.041 -5.885 -1.720 0.4 1.5 -0.1
F -0.987 -4.049 -0.545 0.7 -0.8 -0.9
F -2.016 -5.274 -2.257 -0.6 0.0 0.1
F -1.473 -3.086 -2.516 0.4 0.1 -0.2
F -0.381 -4.692 -3.756 0.2 -0.1 1.2
P 1.231 -0.727 4.696 -0.3 -0.5 0.3
F 0.325 0.073 3.708 -1.1 1.1 -2.2
F 2.545 -0.226 3.902 0.3 -0.2 0.7
F 1.232 0.675 5.610 0.8 -1.4 0.3
F 2.059 -1.612 5.795 0.2 1.0 -0.5
F -0.131 -1.220 5.394 -0.2 -0.3 0.9
F 1.159 -2.033 3.686 0.3 0.3 0.5
P -3.766 2.771 0.009 1.6 -1.2 0.1
F -2.947 2.360 -1.342 -0.7 -0.5 -0.5
F -3.582 1.186 0.529 -0.7 1.3 -0.1
F -2.277 3.087 0.601 -0.2 0.3 0.7
F -4.397 3.249 1.464 -0.2 -0.7 -1.4
F -3.880 4.251 -0.576 -0.4 0.7 0.3
F -5.202 2.393 -0.685 0.6 0.1 1.0
P 3.172 2.343 -2.575 0.9 1.5 0.8
F 2.083 1.158 -3.098 2.2 0.9 0.5
F 4.638 1.548 -2.876 -2.2 0.1 -0.3
F 3.214 3.054 -4.031 -0.7 -1.2 -0.3
F 4.078 3.667 -2.133 0.2 -0.7 0.7
F 1.886 3.197 -2.072 -0.3 -0.1 -0.7
F 3.244 1.749 -1.061 0.0 -0.6 -0.5
```
Forces are in eV/Å.

Output
Net charge = -3
HOMO-LUMO gap = 0.413 hartree
Molecular weight = 602.8 g mol⁻¹

=====

Which of these has the highest molecular weight? C44H36BiClN4OP2